1.
{"formula": "C23H34F9NO10PS2", "method": "ωB97M-V/def2-TZVPD", "elements": ["C", "C", "O", "C", "C", "O", "N", "C", "C", "C", "C", "F", "F", "C", "F", "F", "C", "F", "F", "C", "F", "F", "F", "C", "C", "C", "C", "P", "C", "C", "C", "C", "H", "H", "H", "H", "H", "H", "H", "H", "H", "H", "H", "H", "H", "H", "H", "H", "H", "H", "H", "H", "H", "H", "H", "H", "H", "H", "C", "C", "O", "S", "O", "O", "O", "H", "H", "H", "H", "C", "C", "O", "S", "O", "O", "O", "H", "H", "H", "H"], "xyz": [[2.0940, -4.5731, 1.1946], [2.3460, -3.2799, 2.1142], [1.2322, -2.3487, 1.8470], [1.7471, -1.2073, 1.1321], [0.5602, -0.2639, 0.5346], [-0.6529, -1.0208, 0.2410], [-1.2473, -0.6138, -0.8947], [-1.1151, -1.4344, -2.0988], [-0.2389, -2.7925, -2.1282], [0.7683, -2.8830, -3.3722], [2.3135, -2.6866, -3.0021], [2.6108, -3.3126, -1.7639], [3.0565, -3.3786, -4.0313], [2.7354, -1.1441, -3.0992], [2.7689, -0.8353, -4.5075], [1.7223, -0.2719, -2.5635], [4.1926, -0.7844, -2.5400], [4.4036, -1.1613, -1.1798], [5.1564, -1.3760, -3.4245], [4.5188, 0.8127, -2.5857], [4.5312, 1.3393, -3.8880], [5.8682, 0.9261, -2.1046], [3.7331, 1.5549, -1.6660], [-1.8121, -1.0299, -3.4477], [-2.6527, 0.2952, -3.5397], [-2.7267, 1.1402, -2.2162], [-2.0141, 0.6358, -0.9123], [-2.1861, 1.7806, 0.6121], [-3.8209, 2.7531, 0.5349], [-3.7724, 4.0755, -0.3891], [-0.7112, 2.9947, 0.4219], [-0.9020, 4.3370, 1.3264], [2.9423, -4.7246, 0.4457], [1.1176, -4.4782, 0.6025], [2.0706, -5.5106, 1.8726], [3.3607, -2.7683, 1.8939], [2.3757, -3.5436, 3.2328], [2.2823, -0.5384, 1.9144], [2.5351, -1.4805, 0.3503], [0.9165, 0.3890, -0.3310], [0.2930, 0.4639, 1.3957], [-1.0029, -3.6565, -2.2223], [0.2439, -2.9114, -1.1010], [0.5238, -2.1743, -4.2345], [0.6664, -3.9504, -3.8080], [-1.7284, -1.6493, -4.4012], [-3.1532, 0.5974, -4.5179], [-3.3194, 2.1094, -2.2611], [-4.7024, 2.0940, 0.2322], [-4.0389, 3.1142, 1.6088], [-4.6914, 4.0303, -1.0837], [-2.8384, 4.1745, -1.0404], [-3.8142, 5.0157, 0.2728], [0.2840, 2.5309, 0.7485], [-0.5658, 3.2931, -0.6877], [-1.6361, 4.0821, 2.1613], [-1.2605, 5.1726, 0.6284], [0.1338, 4.6119, 1.7219], [-9.2751, 3.9980, 1.2522], [-8.6692, 3.9480, -0.1419], [-7.2559, 3.9519, 0.0690], [-6.9268, 3.1825, 1.4594], [-6.5636, 1.8305, 1.1491], [-6.1154, 4.0401, 2.2699], [-8.4319, 3.1739, 2.0599], [-9.2494, 5.0130, 1.6581], [-10.3004, 3.6269, 1.2697], [-8.9693, 4.7965, -0.7568], [-8.9320, 3.0175, -0.6536], [7.3702, -2.9705, 3.1643], [6.7189, -1.7278, 3.7521], [5.3991, -2.1372, 4.1129], [5.4324, -3.6988, 4.5577], [5.5041, -3.7582, 5.9862], [4.4435, -4.4056, 3.7992], [6.8978, -4.0573, 3.9612], [7.0445, -3.1371, 2.1335], [8.4591, -2.9200, 3.1964], [6.6852, -0.9007, 3.0427], [7.2333, -1.4051, 4.6619]], "forces_ev_per_angstrom": [[0.6470, -0.4223, 0.4863], [0.0498, -0.5026, -0.0482], [1.4838, 0.7616, -0.8535], [-0.0499, 0.9748, 0.4520], [1.4311, 0.9649, 2.1291], [0.6216, -0.0194, -0.2344], [-2.1832, 1.5161, -4.5943], [-1.1786, 1.1606, -2.2185], [-1.1544, 0.7242, 0.6072], [0.2107, -0.7342, -0.0297], [-0.6928, -1.6543, -0.9912], [-0.2919, 1.6901, -2.4437], [-1.2655, 1.6062, 2.4894], [-0.2222, 0.7393, -1.5215], [-0.1314, -0.6587, 3.2923], [2.3326, -2.1510, -0.7449], [1.3923, 0.7339, -0.1670], [-0.6167, 0.4579, -3.3951], [-2.4681, 1.0905, 2.6115], [2.3515, 1.1295, 0.6840], [-0.6711, -1.2071, 3.5179], [-3.3357, -0.2381, -1.1801], [1.5623, -1.7913, -2.7709], [-0.8653, 3.0628, 3.0203], [2.3271, -1.6939, 4.1974], [1.8329, -3.9614, -1.0976], [-1.0588, 0.7707, -3.6480], [0.5420, -0.7964, 1.1608], [0.2806, 1.2239, -0.7518], [-0.5750, 0.0765, -0.1300], [0.6308, 1.0940, -0.9449], [0.1681, -0.8140, -0.9514], [-1.1228, 0.2158, 1.0183], [1.3486, -0.0907, 1.0865], [-0.1132, 1.4952, -1.2658], [-1.6621, -0.8414, 0.2474], [-0.3943, 0.4709, -1.8758], [-0.6644, -0.7719, -1.3853], [-1.3047, 0.1227, 0.7994], [-0.5556, -1.2476, 0.8969], [0.1498, -1.2904, -1.4377], [1.2002, 1.4747, 0.1520], [-0.3894, 0.1206, -1.5241], [0.3143, -0.8510, 1.3624], [0.4642, 1.7505, 0.7826], [0.0762, 0.7051, 1.8142], [0.7953, -0.3933, 1.6176], [1.0515, -1.4473, 0.5411], [1.6789, 0.6374, 0.4551], [0.6179, -0.9803, -1.5904], [1.4342, 0.4480, 1.0345], [-1.2317, -0.2955, 0.8989], [-0.1099, -1.4421, -1.1405], [-1.7341, 0.2140, -0.4701], [-0.2358, -0.4133, 1.7224], [1.0684, 0.8162, -0.9683], [0.2967, -1.1697, 1.4065], [-1.6535, -0.2923, -0.3213], [-0.2409, 0.6685, -0.1806], [-0.6273, -0.4272, -0.1623], [0.3389, -0.0549, 0.9022], [-0.8837, 0.1880, 0.1218], [-0.2591, 0.8554, 0.5070], [-0.2601, -0.7905, -0.6838], [0.9105, -0.2963, -0.5493], [-0.0337, -0.0525, -0.0538], [0.2152, -0.1581, 0.1290], [0.2921, 0.0014, 0.1007], [-0.0538, 0.0775, 0.0272], [-0.0158, 0.2976, -0.5494], [0.6423, 0.1211, 0.2980], [-0.1789, -0.8500, -0.2742], [0.3329, -0.0072, 0.3512], [-0.2543, -0.2058, -1.1806], [0.6308, 0.4494, 0.7356], [-0.6694, 0.3676, 0.5181], [0.0487, 0.0480, 0.0285], [-0.1384, -0.1848, 0.1639], [-0.2519, -0.1260, 0.0607], [0.0278, 0.0016, -0.0980]], "charge": 1, "e_lumo_ha": -0.15258}

2.
{"formula": "C23H34FeGeIN2O2", "method": "ωB97M-V/def2-TZVPD", "elements": ["Fe", "C", "C", "N", "C", "C", "C", "O", "C", "C", "N", "C", "C", "C", "C", "C", "C", "I", "C", "O", "H", "H", "H", "H", "H", "H", "H", "H", "H", "H", "H", "H", "C", "C", "C", "C", "Ge", "C", "C", "C", "C", "H", "H", "H", "H", "H", "H", "H", "H", "H", "H", "H", "H", "H", "H", "H", "H", "H", "H", "H", "C", "H", "H", "H"], "xyz": [[0.0835, -1.3284, -0.4870], [2.0196, 2.4348, -2.2484], [0.8286, 1.8753, -2.9613], [0.4910, 2.3947, -4.1177], [-0.5510, 1.8951, -4.7963], [-1.2949, 0.8236, -4.3707], [-2.4322, 0.3194, -5.2239], [-3.6719, 0.2460, -4.5245], [-0.9624, 0.2335, -3.1218], [-1.7578, -0.8843, -2.6784], [-1.7468, -1.4550, -1.5127], [-2.7358, -2.4543, -1.2424], [-3.8301, -2.7012, -2.0746], [-4.7421, -3.6972, -1.7728], [-4.6055, -4.4595, -0.6240], [-3.5674, -4.1908, 0.2495], [-2.6584, -3.1912, -0.0563], [-1.2546, -2.6807, 1.4168], [0.1103, 0.7838, -2.3949], [0.5169, 0.3215, -1.2347], [2.4298, 3.2502, -2.8372], [2.7837, 1.6657, -2.1160], [1.7612, 2.8078, -1.2559], [-0.7834, 2.3837, -5.7356], [-2.2322, -0.6939, -5.5790], [-2.5207, 0.9506, -6.1104], [-4.0069, 1.1383, -4.3887], [-2.4567, -1.2452, -3.4183], [-4.0078, -2.1025, -2.9564], [-5.5759, -3.8677, -2.4397], [-5.3182, -5.2384, -0.3921], [-3.4738, -4.7492, 1.1710], [3.1755, -0.0963, 4.2967], [4.2939, 0.0262, 3.2707], [3.8661, 0.6460, 1.9466], [2.8948, -0.2074, 1.1047], [1.0287, -0.0052, 1.6154], [0.1569, 1.7342, 1.4494], [0.4107, 2.6289, 2.6720], [-0.2762, 2.1459, 3.9446], [-0.0233, 3.0784, 5.1210], [3.5682, -0.3686, 5.2758], [2.4495, -0.8653, 4.0251], [2.6393, 0.8514, 4.4150], [4.7369, -0.9561, 3.0843], [5.0948, 0.6424, 3.6848], [4.7535, 0.8220, 1.3343], [3.4424, 1.6394, 2.1320], [3.1684, -1.2623, 1.1245], [2.9419, 0.1192, 0.0637], [0.5646, -0.8229, 2.8301], [-0.9166, 1.5831, 1.3156], [0.5352, 2.1821, 0.5329], [0.0505, 3.6340, 2.4342], [1.4848, 2.7416, 2.8527], [0.0632, 1.1365, 4.2018], [-1.3513, 2.0629, 3.7581], [1.0452, 3.1675, 5.3269], [-0.5073, 2.7192, 6.0281], [-0.4034, 4.0797, 4.9139], [1.4141, -2.7182, -1.1042], [2.1166, -3.1571, -0.3980], [1.9769, -2.2567, -1.9185], [0.7677, -3.5093, -1.4998]], "forces_ev_per_angstrom": [[0.0889, -0.2651, -0.2710], [0.0329, -0.0052, 0.0318], [-0.0722, 0.0027, -0.0739], [0.1421, 0.0900, 0.1016], [-0.1957, -0.1228, -0.0723], [0.0463, 0.0344, 0.0020], [-0.0010, -0.0080, -0.0508], [-0.0393, 0.0130, -0.0106], [0.2181, 0.0884, 0.0207], [-0.0174, 0.0421, 0.1598], [-0.0203, -0.0896, -0.1884], [0.1287, 0.0557, 0.1860], [-0.0082, -0.0877, 0.0333], [-0.0009, 0.0203, -0.0151], [-0.0282, -0.0134, -0.0236], [0.0785, -0.0080, 0.1187], [-0.1510, 0.0711, -0.2004], [-0.2482, -0.0339, 0.0589], [-0.1706, -0.0507, -0.2082], [0.0600, 0.1844, 0.1635], [0.0112, -0.0020, 0.0004], [0.0027, 0.0026, 0.0076], [-0.0241, -0.0090, -0.0004], [-0.0033, -0.0032, -0.0025], [-0.0018, 0.0053, 0.0156], [0.0210, -0.0079, 0.0040], [0.0003, 0.0082, 0.0041], [-0.0641, 0.0289, 0.0306], [0.0264, 0.0101, -0.0172], [0.0006, 0.0040, -0.0081], [0.0090, -0.0074, 0.0104], [-0.0044, 0.0021, 0.0025], [-0.0382, -0.0092, 0.0235], [0.0513, 0.0237, 0.0094], [0.0224, 0.0504, -0.0413], [0.0787, 0.1786, -0.0716], [0.1038, 0.0111, 0.0299], [0.0266, -0.0180, 0.0785], [0.0095, -0.0086, 0.0334], [-0.0079, -0.0038, 0.0209], [0.0070, 0.0071, 0.0103], [-0.0056, -0.0020, 0.0068], [0.0256, -0.0085, 0.0049], [0.0080, 0.0127, -0.0048], [-0.0119, -0.0057, -0.0069], [-0.0203, 0.0104, 0.0101], [0.0024, -0.0421, 0.0009], [0.0039, -0.0055, -0.0099], [-0.0090, -0.0264, 0.0595], [-0.0927, -0.0461, -0.0071], [0.0032, -0.0462, -0.0507], [0.0024, -0.0622, -0.0194], [0.0309, -0.0324, -0.0057], [-0.0209, -0.0107, -0.0144], [-0.0041, -0.0233, 0.0038], [0.0268, 0.0144, -0.0037], [-0.0045, 0.0039, -0.0015], [0.0095, -0.0045, 0.0033], [-0.0101, -0.0059, -0.0027], [-0.0025, 0.0075, -0.0053], [0.0140, 0.1789, 0.1293], [-0.0563, 0.0151, 0.1001], [-0.0153, -0.0630, -0.0514], [0.0578, -0.0395, -0.0373]], "multiplicity": 5, "s_squared": 6.196, "charge": 1, "e_above_lowest_kcal_mol": 17.6, "e_lumo_ha": [-0.16084, -0.14724]}

What is the charge in the second record?
+1